No. 1
Here is a 5-piece molecular cluster, C25H25ClF4N2O15 overall from the Open Molecules 2025 dataset. Energies are from the ωB97M-V functional and the def2-TZVPD basis.

The total charge is 0. Its structure (SMILES) is C[C@@H](O)COc1cnc2cccc(CC(=O)Cl)c2n1.O=C1OC[C@@H](F)O1.O=C1OC[C@@H](F)O1.O=C1OC[C@@H](F)O1.O=C1OC[C@@H](F)O1. The calculation puts the total energy at -3065.4812 hartree.

Positions of all 72 atoms, in Å:
C  5.441  -1.649  2.284
C  4.688  -0.583  1.509
O  4.141  -1.191  0.361
C  3.590  0.071  2.391
O  2.429  0.372  1.587
C  1.251  0.354  2.265
C  1.080  1.198  3.391
N  -0.036  1.304  4.048
C  -1.059  0.517  3.575
C  -2.308  0.565  4.219
C  -3.361  -0.195  3.781
C  -3.194  -1.049  2.677
C  -1.979  -1.123  2.037
C  -1.774  -2.062  0.878
C  -1.402  -3.418  1.423
O  -1.697  -3.839  2.470
Cl  -0.441  -4.437  0.323
C  -0.891  -0.324  2.465
N  0.304  -0.391  1.798
H  4.806  -2.135  3.016
H  6.267  -1.185  2.813
H  5.800  -2.386  1.579
H  5.372  0.212  1.212
H  3.957  -0.523  -0.301
H  3.300  -0.612  3.183
H  3.956  0.994  2.835
H  1.917  1.796  3.718
H  -2.429  1.223  5.065
H  -4.319  -0.154  4.268
H  -4.001  -1.662  2.317
H  -0.976  -1.706  0.248
H  -2.679  -2.164  0.290
C  1.293  0.081  -2.283
C  0.647  0.784  -3.452
O  -0.397  -0.107  -3.805
C  -0.744  -0.792  -2.677
O  -1.735  -1.430  -2.557
O  0.188  -0.631  -1.716
F  1.500  0.914  -4.502
H  2.051  -0.632  -2.610
H  1.727  0.761  -1.554
H  0.223  1.762  -3.220
C  -0.953  4.543  3.292
C  0.040  5.134  4.262
O  -0.420  6.466  4.398
C  -1.765  6.468  4.148
O  -2.496  7.361  4.403
O  -2.137  5.294  3.581
F  1.303  5.144  3.762
H  -0.654  4.720  2.257
H  -1.114  3.481  3.446
H  0.053  4.654  5.242
C  2.718  -2.898  -6.371
C  3.204  -1.901  -5.344
O  4.600  -1.889  -5.561
C  4.820  -2.229  -6.868
O  5.842  -2.085  -7.439
O  3.688  -2.743  -7.412
F  2.952  -2.317  -4.071
H  2.757  -3.917  -5.983
H  1.718  -2.687  -6.739
H  2.808  -0.894  -5.473
C  -5.105  -1.342  -2.057
C  -5.865  -0.764  -3.227
O  -6.825  0.063  -2.592
C  -6.308  0.452  -1.390
O  -6.740  1.325  -0.720
O  -5.219  -0.296  -1.083
F  -6.502  -1.719  -3.949
H  -5.586  -2.245  -1.677
H  -4.062  -1.549  -2.280
H  -5.260  -0.157  -3.902

Let us look at the Löwdin charges, expressed in e, one per atom: number 1, C, carries -0.029; number 2, C, carries -0.404; number 3, O, carries -0.021; number 4, C, carries -0.112; number 5, O, carries -0.037; number 6, C, carries -0.324; number 7, C, carries -0.048; number 8, N, carries 0.141; number 9, C, carries -0.214; number 10, C, carries -0.015; number 11, C, carries -0.047; number 12, C, carries -0.005; number 13, C, carries -0.154; number 14, C, carries -0.123; number 15, C, carries -0.797; number 16, O, carries 0.090; number 17, Cl, carries 0.651; number 18, C, carries -0.138; number 19, N, carries 0.248; number 20, H, carries 0.078; number 21, H, carries 0.084; number 22, H, carries 0.086; number 23, H, carries 0.139; number 24, H, carries 0.082; number 25, H, carries 0.125; number 26, H, carries 0.124; number 27, H, carries 0.120; number 28, H, carries 0.113; number 29, H, carries 0.107; number 30, H, carries 0.122; number 31, H, carries 0.074; number 32, H, carries 0.126; number 33, C, carries -0.039; number 34, C, carries -0.298; number 35, O, carries 0.137; number 36, C, carries -0.536; number 37, O, carries 0.171; number 38, O, carries 0.071; number 39, F, carries 0.070; number 40, H, carries 0.128; number 41, H, carries 0.140; number 42, H, carries 0.176; number 43, C, carries -0.057; number 44, C, carries -0.316; number 45, O, carries 0.129; number 46, C, carries -0.547; number 47, O, carries 0.189; number 48, O, carries 0.075; number 49, F, carries 0.065; number 50, H, carries 0.146; number 51, H, carries 0.108; number 52, H, carries 0.173; number 53, C, carries -0.048; number 54, C, carries -0.313; number 55, O, carries 0.132; number 56, C, carries -0.544; number 57, O, carries 0.194; number 58, O, carries 0.074; number 59, F, carries 0.063; number 60, H, carries 0.146; number 61, H, carries 0.141; number 62, H, carries 0.157; number 63, C, carries -0.054; number 64, C, carries -0.311; number 65, O, carries 0.131; number 66, C, carries -0.551; number 67, O, carries 0.186; number 68, O, carries 0.063; number 69, F, carries 0.076; number 70, H, carries 0.146; number 71, H, carries 0.110; number 72, H, carries 0.173

=====

No. 2
Here is C10H7CdN2O5 as an isolated structure from the Open Molecules 2025 dataset. Energies are from the ωB97M-V functional and the def2-TZVPD basis.

The total charge is +1. For the energy relative to the best compared isomer or geometry (same formula, charge and spin), the calculation gives 3.5642 eV.

Positions of all 25 atoms, in Å:
O  -4.750  -3.155  -0.850
C  -3.882  -3.027  -1.486
Cd  -0.030  0.139  -1.872
C  1.871  0.918  -3.215
O  2.794  1.189  -3.949
C  -0.029  -1.933  -3.360
O  -0.656  -2.443  -4.316
C  -1.408  2.387  -2.238
O  -2.335  2.817  -2.834
C  0.985  -2.118  -2.441
O  1.718  -2.990  -2.186
H  -1.671  0.328  -2.491
N  0.780  0.879  4.436
C  0.653  0.696  3.095
C  1.580  1.255  2.186
C  1.384  1.062  0.824
N  0.344  0.340  0.346
C  -0.547  -0.207  1.206
C  -0.424  -0.061  2.580
H  1.535  1.424  4.835
H  0.109  0.485  5.085
H  2.433  1.825  2.537
H  2.071  1.490  0.086
H  -1.378  -0.775  0.777
H  -1.147  -0.524  3.244

Let us look at the Löwdin charges, expressed in e, one per atom: number 1, O, carries 0.070; number 2, C, carries -0.063; number 3, Cd, carries 1.092; number 4, C, carries 0.042; number 5, O, carries 0.074; number 6, C, carries -0.199; number 7, O, carries 0.140; number 8, C, carries -0.117; number 9, O, carries -0.006; number 10, C, carries -0.347; number 11, O, carries 0.180; number 12, H, carries -0.038; number 13, N, carries 0.147; number 14, C, carries -0.291; number 15, C, carries 0.005; number 16, C, carries -0.137; number 17, N, carries -0.121; number 18, C, carries -0.136; number 19, C, carries 0.005; number 20, H, carries 0.121; number 21, H, carries 0.121; number 22, H, carries 0.120; number 23, H, carries 0.107; number 24, H, carries 0.110; number 25, H, carries 0.121

=====

No. 3
Here is an isolated ion of composition C3H7N2S and charge +1 from the Open Molecules 2025 dataset. Energies are from the ωB97M-V functional and the def2-TZVPD basis.

The total charge is +1. For the energy relative to the best compared isomer or geometry (same formula, charge and spin), the calculation gives 2.0383 eV.

Positions of all 13 atoms, in Å:
C  0.893  -0.952  0.044
C  1.610  0.180  0.043
C  -1.322  0.124  0.282
N  -0.482  -0.868  -0.055
N  1.155  1.405  -0.048
S  -2.960  0.279  -0.094
H  1.390  -1.963  0.255
H  2.620  0.009  0.114
H  -0.870  0.926  0.847
H  -0.765  -1.820  -0.292
H  1.772  2.158  0.008
H  0.219  1.568  -0.433
H  -3.260  -1.046  -0.671

Let us look at the Löwdin charges, expressed in e, one per atom: number 1, C, carries -0.113; number 2, C, carries -0.172; number 3, C, carries -0.511; number 4, N, carries 0.002; number 5, N, carries 0.125; number 6, S, carries 0.910; number 7, H, carries 0.163; number 8, H, carries 0.113; number 9, H, carries 0.094; number 10, H, carries 0.165; number 11, H, carries 0.109; number 12, H, carries 0.110; number 13, H, carries 0.005

=====

No. 4
Here is C27H19Cl2N3OReSSbSe4 as an isolated structure from the Open Molecules 2025 dataset. Energies are from the ωB97M-V functional and the def2-TZVPD basis.

The total charge is +2. For the energy relative to the best compared isomer or geometry (same formula, charge and spin), the calculation gives 0.0000 eV.

Positions of all 59 atoms, in Å:
Re  1.217  -0.303  0.474
Cl  -2.094  0.859  -5.768
C  -1.073  0.543  -4.417
C  0.095  -0.226  -4.654
C  0.986  -0.491  -3.643
C  0.833  0.037  -2.374
O  1.679  -0.216  -1.351
C  -0.330  0.891  -2.132
C  -0.410  1.754  -1.021
N  0.166  1.487  0.107
C  0.637  2.587  0.926
C  -0.048  3.728  1.233
C  0.546  4.793  1.900
C  1.867  4.769  2.147
C  2.686  3.632  1.782
C  4.040  3.542  1.947
C  4.691  2.406  1.560
C  3.968  1.320  1.013
N  2.655  1.336  0.932
C  2.032  2.535  1.245
C  -1.248  1.094  -3.211
H  0.339  -0.532  -5.657
H  1.895  -1.099  -3.807
H  -0.833  2.776  -1.186
H  -1.075  3.814  0.954
H  -0.062  5.663  2.207
H  2.380  5.564  2.679
H  4.604  4.418  2.251
H  5.753  2.287  1.731
H  4.429  0.439  0.644
H  -2.112  1.710  -3.053
S  -0.440  -3.015  -1.832
C  -2.046  -3.661  -2.210
C  -2.963  -2.930  -2.976
C  -4.137  -3.506  -3.410
C  -4.548  -4.817  -3.003
C  -3.595  -5.600  -2.272
C  -2.389  -4.958  -1.893
H  -2.734  -1.876  -3.173
H  -4.786  -2.898  -4.098
H  -5.389  -5.352  -3.338
H  -3.854  -6.637  -2.063
H  -1.744  -5.573  -1.298
Cl  -3.282  1.175  3.533
C  -1.628  0.783  3.687
C  -0.945  0.966  4.888
C  0.429  0.819  4.856
C  1.089  0.361  3.667
N  0.369  0.143  2.550
C  -0.961  0.344  2.567
H  -1.488  1.309  5.807
H  1.126  1.137  5.637
H  2.206  0.260  3.606
H  -1.429  0.337  1.582
Se  2.567  -6.248  1.373
Sb  1.494  -4.249  1.492
Se  -0.823  -1.725  0.102
Se  -0.971  -3.612  1.531
Se  2.655  -2.097  1.233

Let us look at the Löwdin charges, expressed in e, one per atom: number 1, Re, carries 0.841; number 2, Cl, carries 0.741; number 3, C, carries -0.668; number 4, C, carries -0.043; number 5, C, carries -0.027; number 6, C, carries -0.317; number 7, O, carries -0.288; number 8, C, carries -0.141; number 9, C, carries -0.050; number 10, N, carries -0.080; number 11, C, carries -0.184; number 12, C, carries -0.003; number 13, C, carries -0.050; number 14, C, carries 0.015; number 15, C, carries -0.145; number 16, C, carries 0.014; number 17, C, carries 0.003; number 18, C, carries -0.082; number 19, N, carries -0.019; number 20, C, carries -0.148; number 21, C, carries -0.053; number 22, H, carries 0.121; number 23, H, carries 0.149; number 24, H, carries 0.171; number 25, H, carries 0.121; number 26, H, carries 0.140; number 27, H, carries 0.131; number 28, H, carries 0.143; number 29, H, carries 0.125; number 30, H, carries 0.102; number 31, H, carries 0.124; number 32, S, carries 0.620; number 33, C, carries -0.643; number 34, C, carries -0.117; number 35, C, carries -0.057; number 36, C, carries -0.014; number 37, C, carries -0.027; number 38, C, carries -0.123; number 39, H, carries 0.102; number 40, H, carries 0.130; number 41, H, carries 0.093; number 42, H, carries 0.114; number 43, H, carries 0.090; number 44, Cl, carries 0.768; number 45, C, carries -0.650; number 46, C, carries -0.045; number 47, C, carries -0.008; number 48, C, carries -0.088; number 49, N, carries -0.115; number 50, C, carries -0.230; number 51, H, carries 0.148; number 52, H, carries 0.125; number 53, H, carries 0.128; number 54, H, carries 0.052; number 55, Se, carries 0.207; number 56, Sb, carries 0.275; number 57, Se, carries 0.272; number 58, Se, carries 0.186; number 59, Se, carries 0.164

=====

No. 5
Here is one molecule with the formula N2O3 from the Open Molecules 2025 dataset. Energies are from the ωB97M-V functional and the def2-TZVPD basis.

The total charge is 0. Its structure (SMILES) is O=NON=O. For the energy relative to the best compared isomer or geometry (same formula, charge and spin), the calculation gives 1.3798 eV.

Positions of all 5 atoms, in Å:
N  -1.195  -0.002  -0.326
N  1.184  -0.311  0.331
O  -2.162  0.101  0.347
O  2.150  -0.269  -0.333
O  0.023  0.481  -0.020

Let us look at the Löwdin charges, expressed in e, one per atom: number 1, N, carries -0.097; number 2, N, carries 0.011; number 3, O, carries 0.086; number 4, O, carries 0.114; number 5, O, carries -0.113

=====

No. 6
Here is a 2-piece molecular cluster, C6H12O overall from the Open Molecules 2025 dataset. Energies are from the ωB97M-V functional and the def2-TZVPD basis.

The total charge is 0. For the energy relative to the best compared isomer or geometry (same formula, charge and spin), the calculation gives 3.8720 eV.

Positions of all 19 atoms, in Å:
C  -2.302  1.086  -0.203
C  -0.576  -1.404  1.030
C  -0.440  -1.731  -0.399
O  0.455  -0.859  -1.072
C  1.361  -0.376  -0.086
C  1.858  0.996  -0.495
C  0.535  -0.428  1.214
H  -3.223  1.212  -0.776
H  -1.482  0.824  -0.880
H  -2.067  2.019  0.317
H  -2.444  0.289  0.535
H  -0.016  -2.760  -0.307
H  -1.369  -1.823  -0.968
H  2.212  -1.074  -0.005
H  2.357  0.952  -1.467
H  2.570  1.384  0.242
H  1.016  1.694  -0.570
H  -0.017  0.518  1.363
H  1.100  -0.586  2.138

Let us look at the Löwdin charges, expressed in e, one per atom: number 1, C, carries -0.041; number 2, C, carries 0.090; number 3, C, carries -0.275; number 4, O, carries -0.127; number 5, C, carries -0.406; number 6, C, carries -0.040; number 7, C, carries -0.185; number 8, H, carries 0.024; number 9, H, carries 0.013; number 10, H, carries 0.027; number 11, H, carries 0.014; number 12, H, carries 0.145; number 13, H, carries 0.126; number 14, H, carries 0.145; number 15, H, carries 0.083; number 16, H, carries 0.085; number 17, H, carries 0.079; number 18, H, carries 0.125; number 19, H, carries 0.118